Record 1
{
  "formula": "C6H5IS",
  "method": "ωB97M-V/def2-TZVPD",
  "elements": ["C", "C", "C", "C", "C", "C", "S", "I", "H", "H", "H", "H", "H"],
  "xyz": [[0.038, 0.917, -1.509], [-0.546, -0.360, -1.553], [-0.285, 1.567, -0.360], [-1.337, -0.632, -0.508], [-2.488, -2.905, 0.170], [-1.967, -1.887, -0.277], [-1.435, 0.683, 0.655], [3.615, 0.101, 0.096], [0.708, 1.362, -2.312], [-0.195, -1.062, -2.397], [0.359, 2.471, -0.024], [2.288, -0.651, 0.764], [-3.135, -3.683, 0.345]],
  "orbital_gap_ev": 9.027,
  "e_tot_ha": -927.4049,
  "e_homo_ev": -8.681,
  "e_above_lowest_kcal_mol": 25.41,
  "smiles": "C#Cc1cccs1.I"
}


Record 2
{
  "formula": "C6H5IrN5Se4",
  "method": "ωB97M-V/def2-TZVPD",
  "elements": ["Ir", "N", "C", "N", "C", "N", "C", "C", "N", "C", "C", "N", "H", "H", "H", "H", "H", "Se", "Se", "Se", "Se"],
  "xyz": [[1.919, 0.393, -0.670], [-2.072, 1.985, -1.191], [-0.786, 2.213, -1.464], [-0.088, 1.170, -1.068], [-1.023, 0.314, -0.549], [-2.237, 0.791, -0.607], [-0.608, -0.969, -0.021], [-1.447, -1.840, 0.662], [-0.996, -2.985, 1.149], [0.275, -3.294, 0.926], [1.115, -2.452, 0.210], [0.677, -1.278, -0.242], [-2.872, 2.568, -1.387], [-0.403, 3.104, -1.933], [-2.491, -1.600, 0.813], [0.627, -4.235, 1.326], [2.135, -2.726, -0.020], [3.844, 1.715, -0.391], [3.391, 2.165, 1.795], [1.063, 1.579, 1.640], [-0.022, 3.384, 1.021]],
  "orbital_gap_ev": [5.877, 5.875],
  "total_charge": 1,
  "e_tot_ha": -10215.2158,
  "e_homo_ev": [-11.627, -11.632],
  "e_above_lowest_kcal_mol": 28.33
}


Record 3
{
  "formula": "C6H5LuNO6",
  "method": "ωB97M-V/def2-TZVPD",
  "elements": ["O", "C", "Lu", "O", "C", "C", "O", "C", "O", "N", "C", "C", "O", "O", "H", "H", "H", "H", "H"],
  "xyz": [[-0.016, -3.216, -0.421], [0.140, -2.094, -0.186], [0.419, 0.071, 0.665], [-2.425, -0.103, -1.407], [-1.478, -0.014, -0.758], [2.107, -0.103, -1.031], [2.917, -0.197, -1.844], [-0.162, 2.298, 0.023], [-0.350, 3.420, -0.173], [0.045, 0.109, 5.290], [-0.565, -0.998, 4.485], [-0.326, -0.616, 3.064], [0.581, 0.300, 2.891], [-1.012, -1.047, 2.073], [1.027, 0.236, 5.011], [-0.007, 0.005, 6.305], [-0.469, 0.969, 5.065], [-0.050, -1.946, 4.688], [-1.639, -1.047, 4.686]],
  "orbital_gap_ev": 10.000,
  "total_charge": 3,
  "e_tot_ha": -1972.2911,
  "e_homo_ev": -23.656,
  "e_above_lowest_kcal_mol": 2.81
}


Record 4
{
  "formula": "C6H5N",
  "method": "ωB97M-V/def2-TZVPD",
  "elements": ["C", "C", "C", "C", "C", "C", "N", "H", "H", "H", "H", "H"],
  "xyz": [[2.081, 0.082, 0.005], [-1.188, -0.970, 0.471], [-0.329, -1.387, -0.417], [-0.206, 1.189, -0.481], [-0.446, 0.331, 0.777], [0.703, 0.117, -0.212], [3.209, -0.054, 0.208], [-2.199, -1.491, 0.736], [-0.371, -2.177, -1.125], [-1.030, 1.330, -1.300], [0.350, 2.192, -0.446], [-0.574, 0.836, 1.784]],
  "orbital_gap_ev": 10.521,
  "e_tot_ha": -286.2105,
  "e_homo_ev": -9.613,
  "e_above_lowest_kcal_mol": 83.23,
  "smiles": "N#C[C@@]12C=C[C@@H]1C2"
}


Record 5
{
  "formula": "C6H5N",
  "method": "ωB97M-V/def2-TZVPD",
  "elements": ["C", "C", "C", "C", "C", "C", "N", "H", "H", "H", "H", "H"],
  "xyz": [[1.262, 0.954, 1.171], [1.340, 1.533, 2.274], [-0.516, 1.147, -0.677], [-1.074, -0.666, 0.558], [0.883, 0.827, -0.370], [0.960, -0.396, 0.443], [-1.445, 0.374, -0.331], [-0.596, 2.083, -1.256], [-1.275, -1.697, 0.263], [-1.080, -0.414, 1.697], [1.725, 1.398, -0.709], [1.691, -1.174, 0.628]],
  "orbital_gap_ev": 8.735,
  "e_tot_ha": -286.1092,
  "e_homo_ev": -9.191,
  "e_above_lowest_kcal_mol": 146.81
}


Record 6
{
  "formula": "C6H5N",
  "method": "ωB97M-V/def2-TZVPD",
  "elements": ["C", "C", "C", "C", "C", "C", "N", "H", "H", "H", "H", "H"],
  "xyz": [[1.137, -1.077, -0.057], [1.704, 0.257, -0.063], [-2.412, 0.057, -0.166], [-1.076, -0.006, -0.010], [-0.227, -1.174, -0.018], [-0.289, 1.163, 0.082], [0.998, 1.289, -0.024], [1.910, -1.810, -0.048], [2.776, 0.424, -0.021], [-2.865, 0.934, 0.402], [-0.768, -2.065, -0.019], [-0.888, 2.008, -0.059]],
  "orbital_gap_ev": [7.475, 7.149],
  "e_tot_ha": -286.2146,
  "e_homo_ev": [-8.769, -8.192],
  "e_above_lowest_kcal_mol": 80.66
}


Record 7
{
  "formula": "C6H5N",
  "method": "ωB97M-V/def2-TZVPD",
  "elements": ["C", "C", "C", "N", "C", "C", "C", "H", "H", "H", "H", "H"],
  "xyz": [[-2.088, -0.261, -1.715], [-1.451, 0.372, -0.917], [-0.685, 1.148, 0.031], [-0.651, 0.749, 1.474], [0.444, 0.477, 0.638], [1.211, -0.538, 0.379], [2.383, -1.080, 0.335], [-2.668, -0.814, -2.421], [-0.671, 2.221, -0.119], [-1.155, -0.123, 1.625], [2.723, -0.079, 0.739], [2.619, -2.110, 0.007]],
  "orbital_gap_ev": 9.253,
  "e_tot_ha": -286.1399,
  "e_homo_ev": -8.595,
  "e_above_lowest_kcal_mol": 127.56,
  "smiles": "C#C[C@H]1NC1=C=C"
}


Record 8
{
  "formula": "C6H5N2",
  "method": "ωB97M-V/def2-TZVPD",
  "elements": ["N", "N", "C", "C", "C", "C", "C", "C", "H", "H", "H", "H", "H"],
  "xyz": [[-3.521, 0.433, 1.177], [-2.407, 0.358, 0.776], [1.695, -0.206, -0.664], [0.986, 1.006, -0.913], [1.076, -1.242, 0.212], [-0.383, 1.012, -0.494], [-0.281, -1.026, 0.750], [-1.120, 0.101, 0.325], [2.739, -0.245, -0.938], [1.395, 1.781, -1.626], [1.505, -2.074, 0.733], [-1.009, 1.855, -0.794], [-0.676, -1.754, 1.456]],
  "orbital_gap_ev": 7.868,
  "total_charge": 1,
  "e_tot_ha": -340.7750,
  "e_homo_ev": -14.403,
  "e_above_lowest_kcal_mol": 34.10,
  "smiles": "N#[N+]c1ccccc1"
}


Record 9
{
  "formula": "C6H5N3S",
  "method": "ωB97M-V/def2-TZVPD",
  "elements": ["C", "C", "C", "C", "C", "C", "N", "N", "N", "S", "H", "H", "H", "H", "H"],
  "xyz": [[1.864, 0.067, 1.288], [-1.751, 0.310, -0.828], [-0.534, 0.440, -0.187], [0.222, -0.672, -0.630], [-0.104, 1.575, 0.638], [2.556, -1.069, 1.245], [1.297, 1.138, 1.224], [-0.541, -1.496, -1.331], [-1.701, -0.889, -1.487], [1.953, -1.266, -0.538], [-2.695, 0.886, -0.970], [-0.660, 1.904, 1.628], [0.016, 2.440, 0.064], [2.490, -1.882, 1.919], [-2.412, -1.485, -2.035]],
  "orbital_gap_ev": 8.907,
  "e_tot_ha": -793.9515,
  "e_homo_ev": -8.208,
  "e_above_lowest_kcal_mol": 87.77
}


Record 10
{
  "formula": "C6H5N5O2",
  "method": "ωB97M-V/def2-TZVPD",
  "elements": ["O", "N", "N", "N", "N", "O", "C", "C", "C", "C", "C", "N", "C", "H", "H", "H", "H", "H"],
  "xyz": [[0.588, -2.119, -1.860], [-2.626, 0.792, -2.631], [-2.032, -0.491, -2.662], [-0.422, 1.135, 0.033], [1.272, -1.917, 0.766], [1.905, -1.812, 1.998], [0.051, -1.262, -1.165], [-2.177, 1.507, -1.646], [-1.142, -0.413, -1.657], [0.472, 0.390, 0.648], [0.690, -0.929, 0.125], [-1.123, 0.842, -1.098], [1.183, 0.978, 1.783], [1.734, -2.603, 2.522], [-2.475, 2.416, -1.271], [1.220, 2.096, 1.610], [0.708, 0.865, 2.758], [2.175, 0.526, 1.748]],
  "orbital_gap_ev": 8.324,
  "e_tot_ha": -655.7336,
  "e_homo_ev": -9.934,
  "e_above_lowest_kcal_mol": 67.34,
  "smiles": "CC1=Nn2cnnc2C(=O)/C1=N/O"
}


Record 11
{
  "formula": "C6H5NO",
  "method": "ωB97M-V/def2-TZVPD",
  "elements": ["C", "N", "C", "C", "C", "C", "C", "O", "H", "H", "H", "H", "H"],
  "xyz": [[3.732, 0.521, 1.476], [2.998, 0.462, 0.258], [3.115, 0.031, -0.858], [-4.156, 0.179, -1.188], [-3.759, -0.815, -0.324], [-4.850, 0.827, -1.946], [-3.483, -1.709, 0.449], [3.259, -0.197, -1.986], [4.073, -0.467, 1.795], [3.082, 0.913, 2.257], [4.625, 1.144, 1.402], [-5.371, 1.493, -2.573], [-3.266, -2.382, 1.238]],
  "orbital_gap_ev": 10.427,
  "e_tot_ha": -361.4728,
  "e_homo_ev": -9.735,
  "e_above_lowest_kcal_mol": 69.89,
  "smiles": "C#CC#C.CN=C=O"
}


Record 12
{
  "formula": "C6H5NO",
  "method": "ωB97M-V/def2-TZVPD",
  "elements": ["C", "C", "C", "C", "C", "C", "H", "H", "H", "H", "H", "N", "O"],
  "xyz": [[-1.523, -0.383, -0.018], [-1.382, 1.172, 0.046], [0.090, 1.353, -0.092], [0.775, 0.172, 0.033], [2.158, -0.135, -0.069], [3.348, -0.364, 0.025], [-1.727, 1.467, 1.034], [-1.896, 1.637, -0.769], [0.485, 2.388, 0.070], [-0.034, -1.817, 0.005], [4.407, -0.686, -0.268], [-0.235, -0.876, 0.184], [-2.548, -0.968, -0.112]],
  "orbital_gap_ev": 9.159,
  "e_tot_ha": -361.5452,
  "e_homo_ev": -8.773,
  "e_above_lowest_kcal_mol": 24.48,
  "smiles": "C#CC1=CCC(=O)N1"
}


What did the tenth record say?
{
  "formula": "C6H5N5O2",
  "method": "ωB97M-V/def2-TZVPD",
  "elements": ["O", "N", "N", "N", "N", "O", "C", "C", "C", "C", "C", "N", "C", "H", "H", "H", "H", "H"],
  "xyz": [[0.588, -2.119, -1.860], [-2.626, 0.792, -2.631], [-2.032, -0.491, -2.662], [-0.422, 1.135, 0.033], [1.272, -1.917, 0.766], [1.905, -1.812, 1.998], [0.051, -1.262, -1.165], [-2.177, 1.507, -1.646], [-1.142, -0.413, -1.657], [0.472, 0.390, 0.648], [0.690, -0.929, 0.125], [-1.123, 0.842, -1.098], [1.183, 0.978, 1.783], [1.734, -2.603, 2.522], [-2.475, 2.416, -1.271], [1.220, 2.096, 1.610], [0.708, 0.865, 2.758], [2.175, 0.526, 1.748]],
  "orbital_gap_ev": 8.324,
  "e_tot_ha": -655.7336,
  "e_homo_ev": -9.934,
  "e_above_lowest_kcal_mol": 67.34,
  "smiles": "CC1=Nn2cnnc2C(=O)/C1=N/O"
}